{"formula": "H24O12Xe", "method": "ωB97M-V with the def2-TZVPD basis set", "symbols": ["Xe", "O", "H", "H", "O", "H", "H", "O", "H", "H", "O", "H", "H", "O", "H", "H", "O", "H", "H", "O", "H", "H", "O", "H", "H", "O", "H", "H", "O", "H", "H", "O", "H", "H", "O", "H", "H"], "coordinates": [[0.23797, 0.59352, 0.13826], [2.90581, -1.34958, 2.61216], [2.32464, -0.76079, 3.09362], [2.48301, -2.20623, 2.67230], [-4.13297, 0.78810, -0.97714], [-4.88807, 0.62118, -1.54124], [-3.38190, 0.47951, -1.48399], [-1.17521, -3.60944, 1.13295], [-1.40694, -2.69177, 1.27582], [-0.47801, -3.78221, 1.76564], [-0.58367, 2.66715, 3.15913], [-1.42483, 2.33514, 2.84535], [-0.01503, 1.89749, 3.18125], [-0.08302, -1.39315, -2.99897], [-0.43532, -1.96072, -3.68452], [0.21486, -1.99606, -2.31780], [0.68083, 2.51466, -3.48417], [1.26093, 1.75383, -3.45477], [-0.13446, 2.21036, -3.08551], [0.67847, 0.28459, 3.47954], [0.88832, 0.46333, 4.39619], [-0.02723, -0.36106, 3.51639], [3.72599, 1.85361, -1.74473], [3.05658, 2.52667, -1.62179], [3.28484, 1.16422, -2.24108], [2.21335, 0.17128, -3.30396], [1.47481, -0.41430, -3.13695], [2.68744, -0.24042, -4.02643], [0.86052, -2.97902, -0.83777], [1.71800, -2.86007, -0.42933], [0.28695, -3.24421, -0.11880], [-1.71145, -1.16734, 2.72912], [-2.03443, -1.71425, 3.44523], [-2.48890, -0.97426, 2.20516], [-2.54041, 3.96694, -0.33693], [-1.68081, 4.38298, -0.40190], [-2.36070, 3.03046, -0.42024]], "relative_energy_kj_mol": 84.89, "charge": 0, "homo_ev": -10.3564, "gap_ev": 9.7218}

{"formula": "H24O36S6Zn3", "method": "ωB97M-V with the def2-TZVPD basis set", "symbols": ["Zn", "Zn", "Zn", "S", "O", "O", "O", "O", "S", "O", "O", "O", "O", "S", "O", "O", "O", "O", "S", "O", "O", "O", "O", "S", "O", "O", "O", "O", "S", "O", "O", "O", "O", "O", "H", "H", "O", "H", "H", "O", "H", "H", "O", "H", "H", "O", "H", "H", "O", "H", "H", "O", "H", "H", "O", "H", "H", "O", "H", "H", "O", "H", "H", "O", "H", "H", "O", "H", "H"], "coordinates": [[1.15252, -2.49699, -2.48811], [0.91019, -1.73727, 2.52719], [1.21029, 2.61150, 0.69778], [2.29981, -3.81264, 0.26558], [2.27414, -2.88078, -0.91871], [3.64756, -4.35654, 0.40028], [1.92749, -3.07269, 1.48757], [1.29866, -4.89710, 0.04374], [-0.29744, -0.14968, -0.22871], [-0.02503, -0.66425, 1.13868], [0.40352, 1.12786, -0.37265], [0.29100, -1.11642, -1.20155], [-1.76949, -0.06737, -0.39455], [0.78075, -1.23960, -4.82380], [-0.08717, -2.20797, -4.03601], [0.02890, -0.00550, -4.88880], [1.96578, -1.21149, -3.86812], [1.18034, -1.76273, -6.14165], [-0.40520, -0.39274, 5.38673], [-0.05195, -1.40400, 6.42858], [-1.79461, 0.03685, 5.60309], [0.52230, 0.74575, 5.40532], [-0.31338, -1.07620, 4.02137], [3.28499, 0.73973, 2.35451], [4.62898, 0.28564, 1.97185], [3.29452, 1.60092, 3.53392], [2.72348, 1.52926, 1.18810], [2.40287, -0.46430, 2.48738], [-0.70456, 5.23941, -0.06301], [-0.27545, 3.82415, 0.23467], [-0.31718, 5.54371, -1.46220], [-2.16745, 5.31294, 0.11206], [-0.04742, 6.19405, 0.87285], [-4.67885, -0.40458, 0.48055], [-4.72843, 0.56464, 0.46675], [-3.89559, -0.59045, -0.05846], [-0.72679, 2.51742, -2.75145], [-0.18978, 1.83548, -2.31016], [-0.80064, 3.24114, -2.09441], [-3.00603, 0.03046, 2.96183], [-2.06632, -0.18738, 2.85378], [-3.46924, -0.46646, 2.27861], [0.01132, 1.83799, 2.44421], [0.44838, 1.82266, 3.31421], [-0.09153, 0.89331, 2.22311], [2.70588, 1.35430, -2.98048], [2.37896, 1.02498, -2.13026], [2.62929, 0.56529, -3.55019], [3.89250, -0.72054, -1.03165], [3.96889, -0.36538, -0.13283], [3.26651, -1.47258, -0.95362], [-0.33529, -3.91937, -1.85410], [-0.00890, -4.58262, -1.21183], [-1.29281, -3.88311, -1.79200], [-3.24890, 2.22373, 0.03385], [-2.86174, 1.34866, -0.16389], [-2.55168, 2.72692, 0.47843], [2.25788, 3.45744, -0.83459], [2.34848, 4.41028, -0.73201], [2.24757, 3.28528, -1.79315], [-2.91554, -2.61763, -1.71171], [-2.03110, -2.22577, -1.83654], [-3.48327, -2.00868, -2.19213], [-2.68149, 0.46697, -2.82990], [-2.24383, 0.28847, -1.95557], [-3.61251, 0.25657, -2.70305], [-0.75961, -3.27120, 2.25189], [-1.01293, -3.93387, 1.60355], [-1.43460, -3.27790, 2.93986]], "charge": -6, "homo_ev": 5.6797, "gap_ev": 4.7234}

{"formula": "H25O12", "method": "ωB97M-V with the def2-TZVPD basis set", "symbols": ["O", "H", "H", "O", "H", "H", "O", "H", "O", "H", "H", "O", "H", "H", "O", "H", "H", "O", "H", "H", "O", "H", "H", "O", "H", "H", "O", "H", "H", "O", "H", "H", "O", "H", "H", "H", "H"], "coordinates": [[2.41659, 0.03846, -0.57444], [-0.11236, 0.69097, 3.25181], [-0.43839, -1.43223, -0.46259], [-1.16017, -0.98685, -0.95365], [-1.25323, -1.14295, -1.90777], [0.22168, 3.07976, 3.12502], [-1.53369, 1.31400, 0.04947], [3.29929, 1.85270, -2.20824], [1.06980, -2.72137, 0.50516], [-1.45163, 1.05519, 0.98342], [1.51429, -2.06074, 1.04950], [-2.73694, -2.51221, -1.94109], [-2.56536, -3.42756, -2.19027], [-3.22532, -2.51917, -1.10781], [-3.33216, -1.15989, 0.54579], [-4.09833, -0.76994, 1.00647], [-3.53337, -0.84722, -0.35192], [0.10635, 2.65687, 2.25988], [-1.84617, 2.22693, 0.03898], [0.59176, 1.47935, -3.76027], [0.27697, -0.18597, 3.22427], [0.69021, -0.40518, 4.06168], [-0.93744, 0.01475, -0.58778], [4.04580, 2.09598, -1.63668], [3.06037, 0.71103, -0.88537], [3.79859, 3.01774, -1.47762], [0.46805, 3.01099, -2.03622], [0.29888, 2.17232, -1.59857], [0.64764, 3.65804, -1.33709], [0.78032, 0.87377, -3.03376], [1.29645, -3.60299, 0.81527], [2.32826, -0.38208, -1.44890], [0.21648, -2.72523, 3.65996], [0.93449, 2.33857, 1.88902], [-0.72320, -2.80955, 3.43641], [0.24955, 0.08901, -3.19655], [0.63594, -2.68527, 2.79452]], "relative_energy_kj_mol": 260.91, "charge": 1, "homo_ev": -13.4005, "gap_ev": 10.0999}

{"formula": "H25O12", "method": "ωB97M-V with the def2-TZVPD basis set", "symbols": ["O", "H", "H", "O", "H", "H", "O", "H", "O", "H", "H", "O", "H", "H", "O", "H", "H", "O", "H", "H", "O", "H", "H", "O", "H", "H", "O", "H", "H", "O", "H", "H", "O", "H", "H", "H", "H"], "coordinates": [[-0.64518, -3.06096, 1.44523], [-2.19998, 2.16148, -3.40693], [-2.92288, 1.46644, -1.29249], [1.00776, 2.74670, -2.62664], [1.75356, 3.04584, -2.07580], [1.44821, -2.35162, 4.09329], [4.02104, 0.80758, -0.38044], [-0.05444, -1.64046, -4.22390], [-3.07064, 3.42031, 0.68373], [4.89864, 0.45631, -0.42843], [-2.52438, 3.81536, 1.37519], [0.26125, -0.66225, 2.01864], [0.09489, -1.64320, 1.80467], [0.65577, -0.40913, 2.86659], [-1.30139, 1.91482, -3.50801], [-2.47634, -0.50566, 0.99782], [-1.05715, 0.99691, -3.45525], [0.58344, -1.94927, 4.21710], [3.38476, 0.12949, -0.15351], [-1.45423, -3.44264, 1.80635], [-1.96723, 1.52563, -1.08042], [-1.92873, 2.49576, -0.87846], [0.23232, 3.25453, -2.37630], [-0.01580, -0.79310, -3.78660], [-0.12674, -2.55636, 4.12683], [0.93172, -0.74539, -3.64005], [1.95933, -3.08074, 1.67880], [1.79643, -4.03529, 1.81907], [2.71560, -3.00893, 1.07592], [-1.92657, 0.24278, 1.22098], [-3.92888, 3.14273, 1.04790], [-0.09724, -3.72271, 1.00314], [1.37053, 0.00872, -0.74791], [-0.58801, -0.14683, 1.78727], [0.96178, 0.79576, -0.42533], [-2.02289, 0.94078, 0.43914], [2.23169, 0.38659, -1.02116]], "relative_energy_kj_mol": 132.75, "charge": 2, "homo_ev": [-16.9984, -16.9969], "gap_ev": [10.7958, 4.2234], "s2": 0.76, "multiplicity": 2}

no.,E (eV)
1,-33922.3821
2,-284359.6064
3,-24968.3268
4,-24956.1764